(1)
Formula: C37H47N3O6S2SiTi
Source: the Open Molecules 2025 dataset
Level of theory: the ωB97M-V functional and the def2-TZVPD basis

As for the orbital gap: 6.903 eV. The value obtained for the HOMO energy is -0.276 Eh. Its charge is 0. The calculation puts the LUMO energy at -0.6048 eV.

Element x y z (Å)
Ti1 0.72820 -0.65537 -0.21128
S1 -0.25053 -1.66113 -2.15618
S2 1.87698 1.17137 1.06693
Si1 -1.66995 -0.19955 -2.65484
O1 -1.58725 0.90055 -1.44059
O2 2.22692 -1.64607 -0.00053
O3 4.86328 -2.27072 -0.93290
O4 -1.39494 0.60614 -4.05684
O5 -3.15884 -0.83825 -2.77945
O6 -0.67126 -0.19347 0.97372
N1 -0.00026 -2.45519 0.75116
N2 1.96173 0.68105 -1.79313
N3 -1.05882 -2.32468 1.65785
C1 1.88479 4.74893 -0.88241
C2 2.59438 1.22266 -4.03744
C3 -3.86438 -1.92858 -2.19681
C4 -3.10762 -1.35736 3.42135
C5 -0.75718 1.16402 -6.24824
C6 2.37125 0.29578 -2.98489
C7 2.71599 -1.13938 -3.23439
C8 2.59962 -2.90822 -0.28333
C9 2.12096 3.00762 -2.51735
C10 -2.78142 1.27095 4.26895
C11 -3.89213 -0.85860 4.44691
C12 -5.33515 -1.66211 -2.48787
C13 -1.82154 3.21089 -2.03389
C14 -2.00026 0.78208 3.23052
C15 1.74885 3.76679 0.12391
C16 -3.83923 1.81153 -1.63891
C17 1.79274 2.42673 -0.16710
C18 -1.12688 -1.22736 -5.60882
C19 3.25362 -5.52876 -0.95326
C20 2.08424 4.38358 -2.18178
C21 4.17609 -4.49883 -1.11172
C22 -3.40319 -3.21273 -2.85774
C23 1.92174 2.04094 -1.52676
C24 4.84449 -1.06686 -0.15376
C25 -3.06853 0.36003 -5.75895
C26 -2.16483 -0.53321 2.81371
C27 -1.29843 -1.06119 1.74192
C28 -2.32317 2.35522 0.26856
C29 -3.61066 -1.95994 -0.69825
C30 2.42527 2.54802 -3.82147
C31 -3.72619 0.45487 4.87260
C32 1.68829 -3.94343 -0.07865
C33 3.88482 -3.18830 -0.75279
C34 2.01453 -5.26080 -0.40409
C35 0.45104 -3.64482 0.61776
C36 -2.40121 2.07474 -1.22336
C37 -1.59543 0.20752 -5.41595
H1 -5.64748 -0.72634 -2.02553
H2 2.18063 -1.82713 -2.59077
H3 -1.07839 2.19135 -6.07644
H4 -0.82460 3.44659 -1.68313
H5 5.16464 -4.69230 -1.50501
H6 -2.55804 -2.15027 -0.47968
H7 -3.21551 -2.37671 3.07969
H8 -3.68672 -0.25330 -5.10427
H9 -4.20162 -2.75057 -0.23237
H10 -3.98306 -4.05280 -2.47376
H11 -0.13241 -1.36001 -5.18215
H12 -0.86123 0.94147 -7.31046
H13 -4.63327 -1.49192 4.91519
H14 1.29631 -6.04863 -0.22560
H15 -2.81347 1.56721 0.84024
H16 3.78634 -1.26188 -3.04549
H17 3.52152 -6.53679 -1.23489
H18 4.06350 -0.37724 -0.47941
H19 -2.81351 3.30547 0.49254
H20 -1.28396 2.41195 0.58976
H21 -5.50088 -1.58622 -3.56258
H22 2.21814 5.11969 -2.96316
H23 2.57242 3.26635 -4.61906
H24 -3.24388 0.05936 -6.79293
H25 -1.25826 1.39917 2.74300
H26 -3.93340 1.64823 -2.71329
H27 1.65591 4.06621 1.15926
H28 -4.23871 0.93938 -1.12633
H29 -2.65372 2.29193 4.60324
H30 2.90213 0.84154 -5.00187
H31 -2.44404 4.09939 -1.91461
H32 4.68447 -1.30271 0.89996
H33 5.83024 -0.63048 -0.28962
H34 -3.55991 -3.15920 -3.93601
H35 2.51951 -1.41014 -4.27226
H36 -4.44648 2.67791 -1.37171
H37 -3.37355 1.40076 -5.64724
H38 -1.80066 -1.93777 -5.12504
H39 -5.95694 -2.46840 -2.09674
H40 -1.77076 2.95357 -3.09433
H41 -4.33724 0.84133 5.67705
H42 0.29760 1.08533 -5.97487
H43 -2.34396 -3.40349 -2.66293
H44 -3.89251 -1.01203 -0.23895
H45 1.84818 5.79396 -0.60723
H46 -1.08481 -1.47288 -6.67097
H47 -0.08771 -4.44772 1.11751

(2)
Formula: C6H14N2O2
Source: the Open Molecules 2025 dataset
Level of theory: the ωB97M-V functional and the def2-TZVPD basis

As for the orbital gap: 8.565 eV. The value obtained for the HOMO energy is -0.312 Eh. Its charge is 0. Its SMILES is NCC(O)CN.C=CC=O. The calculation puts the LUMO energy at 0.0768 eV.

Element x y z (Å)
O1 3.02810 1.34452 0.37262
O2 -0.38472 -1.20498 1.38770
N1 -3.07720 0.11709 -0.81408
N2 -0.97172 2.12060 -0.11901
C1 -0.84263 -0.36780 0.33808
C2 -2.32795 -0.71084 0.11745
C3 -0.46478 1.05742 0.69980
C4 2.10852 -0.93098 -1.00561
C5 3.76403 0.38475 0.19041
C6 3.29511 -0.87957 -0.39810
H1 4.82218 0.39933 0.52954
H2 -0.30051 -0.65522 -0.57120
H3 0.65013 1.06955 0.71537
H4 -0.72627 1.26925 1.74789
H5 -4.02110 0.23539 -0.46382
H6 1.70260 -1.87354 -1.32778
H7 -2.38847 -1.77835 -0.09781
H8 -2.79399 -0.58514 1.15849
H9 -1.05302 -1.07155 2.10020
H10 3.88309 -1.75412 -0.10348
H11 -1.94227 1.93584 -0.38509
H12 1.65718 0.00483 -1.37351
H13 -3.16200 -0.33608 -1.71577
H14 -0.45430 2.20961 -0.98230

(3)
Formula: C28H30N4S5Ti
Source: the Open Molecules 2025 dataset
Level of theory: the ωB97M-V functional and the def2-TZVPD basis

As for the orbital gap: 6.206 eV. The value obtained for the HOMO energy is -0.504 Eh. Its charge is +2. The calculation puts the LUMO energy at -7.5077 eV.

Element x y z (Å)
Ti1 -0.13603 0.07290 -0.26227
S1 -1.96026 -1.52328 -0.76076
S2 -0.33515 -0.77510 1.91690
S3 -0.67219 1.06334 -2.34969
S4 5.37938 0.68128 2.76614
S5 0.82504 2.11296 0.85231
N1 -1.99787 1.20605 0.34707
N2 1.21150 -1.29616 -1.27194
N3 3.31210 -2.50486 -2.10799
N4 3.07755 0.30076 1.74194
C1 -4.27385 1.28296 1.05597
C2 -3.39458 -1.91424 -3.03425
C3 -2.93672 3.25124 1.14766
C4 3.58441 -1.08501 -2.01722
C5 1.72372 -2.27498 -0.24376
C6 4.36266 -0.47856 3.49289
C7 -0.17033 0.63743 2.97417
C8 -1.88631 2.51889 0.63272
C9 -3.34324 -0.46131 -4.93884
C10 0.90912 -2.04414 -2.52528
C11 -0.30890 1.53878 5.20378
C12 0.63771 2.87748 3.45110
C13 3.17845 -0.52966 2.82933
C14 -0.53117 0.50094 4.31103
C15 -3.84260 -1.59206 -4.30454
C16 -4.15482 2.62310 1.36493
C17 -3.30064 -0.86122 0.25163
C18 4.18217 0.98487 1.59871
C19 -2.39716 0.34156 -4.32067
C20 2.97543 -3.00519 -0.78663
C21 0.40191 1.84241 2.55966
C22 0.27854 2.72313 4.78194
C23 2.20100 -2.74624 -3.01928
C24 -1.94244 0.03407 -3.04180
C25 -0.56729 3.17206 0.35645
C26 -2.46140 -1.09567 -2.40793
C27 2.30731 -0.31158 -1.57138
C28 -3.17416 0.60485 0.55073
H1 4.34115 1.71373 0.81633
H2 -5.20662 0.75595 1.20221
H3 4.39860 -0.91837 -1.31301
H4 3.82071 -2.83564 -0.11968
H5 0.89978 -2.95637 -0.02337
H6 -3.33402 -1.44811 1.17103
H7 -3.76427 -2.79979 -2.53221
H8 -0.58808 1.41573 6.24130
H9 3.89810 -0.71607 -2.99355
H10 -4.21952 -1.05874 -0.30227
H11 0.11374 -2.75628 -2.29906
H12 -2.79861 4.29876 1.37488
H13 -4.99474 3.17253 1.76724
H14 2.80177 -4.07944 -0.84069
H15 -0.43928 3.37402 -0.70939
H16 0.52781 -1.31778 -3.24265
H17 -0.97633 -0.42316 4.65499
H18 2.34437 -1.16462 3.09260
H19 -2.00965 1.21010 -4.83588
H20 4.66687 -1.03913 4.36041
H21 2.04334 -3.82138 -3.09466
H22 1.94500 0.35120 -2.35538
H23 0.46467 3.52144 5.48660
H24 2.47338 -2.38434 -4.01030
H25 2.50246 0.25563 -0.65151
H26 1.95455 -1.70609 0.65278
H27 -3.69007 -0.20300 -5.93007
H28 -4.56778 -2.22253 -4.79872
H29 1.10672 3.79461 3.11707
H30 -0.47492 4.11537 0.89215

(4)
Formula: C4H3NOS
Source: the Open Molecules 2025 dataset
Level of theory: the ωB97M-V functional and the def2-TZVPD basis

As for the orbital gap (alpha / beta): 8.852 / 8.852 eV. The value obtained for the HOMO energy (alpha / beta) is -0.346 / -0.346 Eh. Its charge is 0. The calculation puts the LUMO energy (alpha / beta) at -0.5631 / -0.5630 eV.

Element x y z (Å)
S1 -0.77101 2.15156 0.10481
O1 -1.22775 2.39066 2.01342
N1 0.37534 0.98320 -0.08398
C1 -0.86022 -0.89027 -0.38350
C2 0.49196 -1.18806 -0.40939
C3 1.26924 -0.10381 -0.08247
C4 -0.91365 0.45388 -0.36999
H1 0.79067 -2.15359 -0.40858
H2 2.39117 0.04759 0.12945
H3 -1.54575 -1.69117 -0.50979

Which ΔE to the lowest compared entry with this formula, charge and spin belongs to each record? In order, 54.11; 320.60; 12.11; 604.44 kJ/mol.